Entry 1:
The following is a DFT calculation (ωB97M-V/def2-TZVPD) of C3H13N2O2Zn as an isolated structure in a non-equilibrium geometry.

Properties
Electronic energy ... -2161.32504 Eh
Max |F| ... 3.71 eV/Å

```
! wB97M-V def2-TZVPD RIJCOSX def2/J DEFGRID3
* xyz -1 1
C -1.2537 -1.1547 -1.2203
Zn 0.3642 -0.1535 -0.4008
N 1.9705 1.0235 0.2089
N 1.7144 -1.7434 -0.9928
H 1.8627 0.6666 1.1496
H -0.4811 -0.2993 -1.7379
H -2.2249 -0.7048 -1.1770
H -1.2953 -1.9567 -0.4413
H -1.1546 -1.7465 -2.1182
H 2.2685 -2.0822 -0.2057
H 2.3465 -1.4460 -1.7297
H 1.1558 -2.5290 -1.3535
H 2.9078 0.8799 -0.0981
H 1.7791 2.0045 0.2705
C -1.6976 1.8029 1.0787
C -1.0876 0.6928 1.9752
O -1.5142 0.3570 3.0194
O -0.0255 0.1305 1.4185
H -2.4963 2.4159 1.5014
H -2.1501 1.3092 0.2018
H -0.9886 2.5333 0.6515
*
```

Entry 2:
The following is a DFT calculation (ωB97M-V/def2-TZVPD) of a 3-piece molecular cluster, C3H13N2O3 overall in a non-equilibrium geometry.

Properties
Electronic energy ... -457.28884 Eh
Max |F| ... 3.29 eV/Å
ΔE to the lowest compared entry with this formula, charge and spin ... 37.6 kcal/mol

```
! wB97M-V def2-TZVPD RIJCOSX def2/J DEFGRID3
* xyz -1 1
C -0.8428 -0.1806 0.4514
N 0.4489 -0.4302 -0.1191
C 0.3806 -0.0833 -1.6423
O -0.4557 -0.9732 -2.1834
C -0.6784 1.0271 1.5879
N -0.6566 0.6365 3.0421
H -1.5303 0.0581 -0.4104
H -1.5631 -0.8803 0.8771
H 0.8175 -1.4106 0.0171
H 0.1537 1.0021 -1.8017
H 1.4594 -0.2862 -2.0154
H 0.3197 1.4735 1.2493
H -1.6330 1.7198 1.3786
H -1.4223 0.0105 3.2825
H 0.2040 0.2472 3.4121
H 2.1528 -0.0924 2.7133
H 2.2914 -0.1546 1.2202
O 2.7524 -0.4620 2.1012
H -0.3626 -0.5304 -3.6883
H -1.2919 -0.5474 -4.9034
O -0.5437 -0.1434 -4.5690
*
```

Entry 3:
The following is a DFT calculation (ωB97M-V/def2-TZVPD) of a 3-piece molecular cluster, C3H13N2O3 overall.

Properties
Electronic energy ... -457.12345 Eh
Max |F| ... 0.83 eV/Å
ΔE to the lowest compared entry with this formula, charge and spin ... 16.4 kcal/mol

```
! wB97M-V def2-TZVPD RIJCOSX def2/J DEFGRID3
* xyz 1 1
O -0.5282 1.5860 1.3004
C 0.3384 0.8558 0.8571
N 1.6058 0.7921 1.2638
C 0.0670 -0.0474 -0.3680
N -1.1276 0.5191 -1.0767
C -0.8259 0.8530 -2.4906
H 1.8946 1.4333 1.9910
H 2.2553 0.1420 0.8485
H 0.9197 -0.0084 -1.0414
H -0.2084 -1.0688 -0.1542
H -1.4929 1.3052 -0.5173
H -1.9411 -0.1008 -1.0803
H -0.0486 1.6110 -2.5625
H -1.7263 1.1974 -2.9918
H -0.5423 -0.0519 -3.0265
H 2.9627 -2.2976 1.8800
H 1.9639 -2.9502 0.9318
O 2.2516 -2.0931 1.2628
H -1.5478 -1.1815 1.9051
H -2.1484 0.1822 1.7554
O -2.1213 -0.6775 1.3132
*
```

Entry 4:
The following is a DFT calculation (ωB97M-V/def2-TZVPD) of a 3-piece molecular cluster, C3H13N2O3 overall in a non-equilibrium geometry.

Properties
Electronic energy ... -457.14228 Eh
Max |F| ... 2.00 eV/Å
ΔE to the lowest compared entry with this formula, charge and spin ... 4.5 kcal/mol

```
! wB97M-V def2-TZVPD RIJCOSX def2/J DEFGRID3
* xyz 1 1
C -0.9340 0.5143 0.5146
C -0.8451 -0.9481 0.8314
C 0.3579 -1.1265 1.7535
N 0.1040 -1.6073 2.9861
O 1.4572 -0.7305 1.4028
N 0.1269 0.9400 -0.4768
H -0.7536 1.2325 1.3202
H -1.8845 0.9075 0.1493
H -1.7633 -1.4078 1.1934
H -0.6459 -1.5455 -0.0651
H -0.7801 -1.9162 3.3427
H 0.9003 -1.4839 3.5968
H -0.0015 1.9491 -0.6815
H -0.0072 0.4189 -1.3508
H 1.0408 0.7339 -0.0624
H 0.8826 -0.2656 -3.6115
H -0.2913 -1.2674 -3.4034
O 0.1373 -0.4852 -3.0428
H 0.5437 3.0549 -2.6342
H -0.7698 2.3937 -3.0239
O -0.2804 2.7211 -2.2611
*
```

Entry 5:
The following is a DFT calculation (ωB97M-V/def2-TZVPD) of a 3-piece molecular cluster, C3H13N2O3 overall in a non-equilibrium geometry.

Properties
Electronic energy ... -457.12498 Eh
Max |F| ... 1.88 eV/Å
ΔE to the lowest compared entry with this formula, charge and spin ... 15.4 kcal/mol

```
! wB97M-V def2-TZVPD RIJCOSX def2/J DEFGRID3
* xyz 1 1
O 0.0572 -1.8407 1.1074
C -0.4648 -0.7880 1.4215
N -1.0790 -0.5567 2.6126
C -0.3661 0.3677 0.4752
N 0.7468 0.1413 -0.4666
C 0.3897 0.5434 -1.8684
H -1.4089 -1.3627 3.1226
H -1.7264 0.2135 2.6497
H -1.2869 0.6012 -0.0574
H -0.2835 1.3482 0.9608
H 0.9518 -0.8619 -0.4352
H 1.5630 0.7158 -0.2170
H -0.3825 -0.1066 -2.2529
H 1.2574 0.3121 -2.4891
H 0.2789 1.6218 -1.9008
H -3.6140 0.6151 -2.9800
H -2.5994 1.7189 -2.9855
O -2.7687 0.8598 -2.5809
H 3.7771 0.0457 0.7274
H 3.8838 1.4655 0.1224
O 3.3713 0.6492 0.0898
*
```

Entry 6:
The following is a DFT calculation (ωB97M-V/def2-TZVPD) of a 3-piece molecular cluster, C3H13N2O3S2 overall in a non-equilibrium geometry.

Properties
Electronic energy ... -1253.49538 Eh
Max |F| ... 2.33 eV/Å
ΔE to the lowest compared entry with this formula, charge and spin ... 4.8 kcal/mol

```
! wB97M-V def2-TZVPD RIJCOSX def2/J DEFGRID3
* xyz 1 1
S -0.7462 3.0155 2.5702
S -0.1692 2.8843 0.6553
C -0.3050 1.1030 0.1452
C 0.8823 0.2557 0.5206
C 0.4834 -1.2412 0.6057
N -0.6578 -1.6673 0.0781
O 1.2667 -2.0026 1.1640
N 1.4535 0.4598 1.9131
H -1.9811 2.4792 2.5030
H -1.2572 0.8785 0.6079
H -0.3400 1.1815 -0.9356
H 1.7214 0.4163 -0.1595
H -1.3232 -1.0982 -0.4098
H -0.7416 -2.6517 -0.1616
H 2.3200 0.9740 1.8176
H 0.8803 1.0065 2.5728
H 1.5992 -0.4949 2.2832
H 1.6548 -0.6311 -2.4755
H 1.1048 0.5085 -3.3914
O 1.3144 0.2693 -2.4796
H -2.8886 -2.3228 -2.0864
H -2.2024 -1.4931 -3.1163
O -2.0686 -1.8292 -2.2211
*
```

Entry 7:
The following is a DFT calculation (ωB97M-V/def2-TZVPD) of a 3-piece molecular cluster, C3H13N3O2 overall in a non-equilibrium geometry.

Properties
Electronic energy ... -436.76617 Eh
Max |F| ... 1.45 eV/Å
ΔE to the lowest compared entry with this formula, charge and spin ... 62.6 kcal/mol

```
! wB97M-V def2-TZVPD RIJCOSX def2/J DEFGRID3
* xyz 0 1
C 0.8396 1.3162 -1.1308
C -1.7513 1.6877 0.3397
N 0.0774 1.5884 -2.2409
O -0.5755 0.9403 0.3392
O 1.5548 0.2794 -1.1135
H 1.0932 -0.8158 -0.1537
H 1.1398 2.2279 -0.5955
H -0.5705 2.3580 -2.1799
H -0.2746 0.7728 -2.7222
H -2.3655 1.5311 -0.5613
H -2.3713 1.4412 1.2112
H -1.5206 2.7619 0.4002
C 0.1443 -2.6895 0.3821
N 0.4910 -1.2943 0.6372
N 1.1270 -1.1306 1.9246
H -0.3524 -0.4201 0.5874
H 1.0172 -0.1386 2.1292
H 2.1239 -1.3066 1.8046
H -0.3778 -2.7467 -0.5721
H -0.4935 -3.0572 1.1847
H 1.0449 -3.3054 0.3299
*
```